one | # C5H6OS

An isolated molecule of C5H6OS (ωB97M-V/def2-TZVPD, OMol25).

Output
SMILES = O[C@@H]1[C@H]2C=CS[C@@H]12
LUMO level = 0.77 eV
Charge = 0
HOMO-LUMO gap = 0.3218 Ha

Structure (XYZ):
```
13
C5H6OS (ωB97M-V/def2-TZVPD)
C 1.010 -0.303 -0.447
H 0.597 -1.556 1.260
H -2.903 0.714 -0.708
C 0.237 0.568 0.528
O 2.386 -0.447 -0.170
H 0.888 1.012 1.289
C 0.065 -0.960 0.510
H 2.660 -1.330 -0.460
H 0.717 -0.243 -1.494
H -1.075 2.304 -0.070
S -1.619 -1.337 -0.013
C -1.983 0.358 -0.251
C -0.980 1.219 0.026
```


two | # C5H6OS

An isolated molecule of C5H6OS (ωB97M-V/def2-TZVPD, OMol25).

Output
LUMO level (spin up / spin down) = -0.83 / -1.30 eV
Charge = 0
HOMO-LUMO gap (spin up / spin down) = 0.2992 / 0.2736 Ha

Structure (XYZ):
```
13
C5H6OS (ωB97M-V/def2-TZVPD)
H 0.341 -2.136 1.406
C 0.994 -1.693 0.599
H -1.286 1.941 -1.244
H 0.741 -2.105 -0.422
H -0.773 2.445 0.180
C -2.697 -0.053 -0.060
C -0.541 1.727 -0.540
S -1.554 -0.872 -0.909
O 1.893 0.490 0.696
C 0.872 -0.192 0.460
C -0.444 0.312 -0.071
H 0.406 1.999 -1.008
H 2.049 -1.864 0.912
```


Name the least stable of them. two.


one | # C6H21NO4

A 4-piece molecular cluster, C6H21NO4 overall (ωB97M-V/def2-TZVPD, OMol25).

Output
SMILES = CC(C)NCCCO.O.O.O
LUMO level = 0.56 eV
Charge = 0
HOMO-LUMO gap = 0.3230 Ha

Structure (XYZ):
```
32
C6H21NO4 (ωB97M-V/def2-TZVPD)
H 3.007 -1.535 -0.878
O -2.767 -1.844 1.411
H -3.196 -2.595 1.201
H 1.912 -2.479 1.092
H -1.432 3.506 0.828
H 0.486 -1.521 -3.368
H -2.121 0.145 -0.837
H -1.356 1.576 -0.043
C -1.468 -0.042 -1.727
H 0.036 2.442 3.156
C -0.543 2.935 1.317
H 0.048 -1.204 -0.687
H 0.486 3.348 1.222
H 0.714 -0.197 0.938
H -1.521 0.791 -2.413
H -1.769 -0.793 -2.358
H 1.720 -1.270 -2.244
H 0.798 -3.545 1.366
H 1.397 1.300 1.203
N 0.682 0.820 -0.881
C -0.678 1.506 0.902
C -0.057 -0.349 -1.437
C 0.859 -0.745 -2.603
O 2.928 -1.475 0.130
H 1.085 0.057 -3.253
O 1.145 -2.641 1.636
H -1.328 0.944 1.673
H -2.311 -2.048 2.341
C 0.588 0.809 0.614
H 0.735 1.706 -1.327
H 2.673 -0.576 0.272
O -0.752 2.975 2.755
```


two | # C6H21NO4

A 4-piece molecular cluster, C6H21NO4 overall (ωB97M-V/def2-TZVPD, OMol25).

Output
SMILES = CN[C@H](CO)C(C)C.O.O.O
LUMO level = 0.14 eV
Charge = 0
HOMO-LUMO gap = 0.3458 Ha

Structure (XYZ):
```
32
C6H21NO4 (ωB97M-V/def2-TZVPD)
H 2.206 -1.017 2.073
H -1.378 1.284 2.691
H 2.457 0.045 -0.563
H -2.880 -2.434 -1.615
H -3.748 -1.056 -1.185
H 2.245 2.437 -2.029
O 2.588 -1.541 1.458
C 1.888 2.015 -1.075
H -2.095 1.781 0.737
H 2.693 2.149 -0.282
H -0.001 -1.682 -1.031
C 1.434 -0.078 -2.457
O -1.413 1.335 3.745
H 0.499 0.174 -2.794
H -0.640 -1.800 1.802
H -0.736 1.415 -1.531
C -0.946 0.845 -0.564
O -2.978 -1.474 -1.641
C 0.376 0.135 -0.117
H 2.295 0.159 -3.238
H -0.984 -2.855 0.375
H 1.871 -1.687 0.844
H 0.754 0.337 0.920
H 1.458 -1.197 -2.484
C -0.884 -1.824 0.719
H -0.558 1.595 3.997
H -1.856 0.265 -0.708
H -1.857 -1.255 0.580
C 1.645 0.493 -1.033
H 0.977 2.612 -0.778
N 0.226 -1.331 -0.155
O -1.120 1.745 0.496
```


Name the least stable of them. one.